Density functional theory data (the ωB97M-V functional and the def2-TZVPD basis) for a cluster of 11 separate species, C13H48N6O11 in total.

As for the HOMO energy: -9.2 eV. As for the LUMO energy: 0.168 eV. Its energy above the lowest of the compared OMol25 structures with the same formula, charge and spin is 10.6 kcal/mol. The calculation puts the HOMO-LUMO gap at 9.363 eV. The SMILES is NC(N)=O.NC(N)=O.NC(N)=O.CCO.CCO.CO.CO.CO.CO.CO.CO.

ORCA input file:
```
! wB97M-V def2-TZVPD RIJCOSX def2/J DEFGRID3
* xyz 0 1
N -1.786 -1.852 -1.293
C -1.961 -0.645 -1.724
N -2.443 0.248 -0.902
O -1.564 -0.254 -3.002
H -1.319 -2.477 -1.964
H -1.988 -2.275 -0.424
H -2.622 1.186 -1.257
H -3.180 -0.132 -0.217
N 3.100 -2.928 -1.300
C 2.457 -3.383 -0.264
N 3.314 -3.743 0.644
O 1.096 -3.580 -0.126
H 2.439 -2.604 -1.987
H 4.039 -3.090 -1.533
H 3.033 -4.041 1.654
H 4.286 -3.785 0.534
N 2.394 -1.562 -4.857
C 1.351 -1.509 -4.106
N 0.441 -0.912 -4.780
O 1.260 -1.867 -2.838
H 3.193 -1.941 -4.370
H 2.343 -1.885 -5.772
H -0.479 -0.780 -4.267
H 0.647 -0.371 -5.639
C -1.303 -2.499 1.932
C -0.058 -2.111 2.729
O -0.125 -0.723 3.096
H -1.156 -3.540 1.635
H -1.534 -1.836 1.090
H -2.233 -2.606 2.411
H 0.784 -2.256 2.065
H 0.125 -2.758 3.572
H -0.293 -0.204 2.294
C 0.664 3.569 -1.745
C 0.097 2.319 -2.433
O -0.754 2.761 -3.462
H 1.113 4.350 -2.365
H 1.479 3.280 -1.100
H -0.074 4.085 -1.210
H -0.454 1.715 -1.723
H 0.937 1.723 -2.870
H -0.904 2.004 -4.009
C 4.468 -0.526 1.607
O 4.172 -0.527 0.234
H 5.034 0.383 1.914
H 4.979 -1.496 1.896
H 3.538 -0.427 2.099
H 3.908 -1.434 0.150
C 0.752 -0.232 0.112
O -0.260 0.624 0.719
H 1.014 0.123 -0.878
H 0.383 -1.232 -0.015
H 1.594 -0.476 0.740
H -0.994 0.454 0.115
C -2.666 3.731 -0.638
O -3.717 2.990 -1.199
H -1.969 3.067 -0.059
H -3.112 4.448 0.024
H -2.122 4.278 -1.394
H -4.234 2.575 -0.481
C -3.905 -0.522 1.922
O -4.260 -0.867 0.588
H -4.606 0.282 2.313
H -2.876 -0.241 1.880
H -3.983 -1.350 2.552
H -5.153 -1.267 0.566
C 1.729 1.622 3.563
O 3.120 1.854 3.328
H 1.654 0.588 4.000
H 1.300 1.561 2.604
H 1.274 2.345 4.197
H 3.342 2.651 2.836
C -2.497 2.493 2.413
O -1.362 1.960 3.068
H -2.656 1.850 1.565
H -2.246 3.483 1.998
H -3.303 2.575 3.149
H -0.707 1.589 2.396
*
```



Density functional theory data (the ωB97M-V functional and the def2-TZVPD basis) for a cluster of 11 separate species, C13H48N8O11 in total.

As for the HOMO energy: -8.0 eV. As for the LUMO energy: -0.636 eV. Its energy above the lowest of the compared OMol25 structures with the same formula, charge and spin is 126.6 kcal/mol. The calculation puts the HOMO-LUMO gap at 7.317 eV. The SMILES is NC(N)=O.NC(N)=O.NC(N)=O.NC(N)=O.CCO.CCO.CO.CO.CO.CO.CO.

ORCA input file:
```
! wB97M-V def2-TZVPD RIJCOSX def2/J DEFGRID3
* xyz 0 1
N -2.485 4.521 -2.031
C -1.690 3.534 -1.643
N -1.927 2.426 -2.243
O -0.611 3.694 -0.740
H -2.344 5.438 -1.540
H -3.391 4.493 -2.458
H -1.533 1.618 -1.673
H -2.705 2.243 -2.814
N -2.412 -3.331 0.627
C -2.628 -2.768 -0.541
N -3.358 -1.701 -0.559
O -1.931 -3.264 -1.615
H -1.691 -4.052 0.649
H -2.846 -3.143 1.528
H -3.619 -1.246 -1.476
H -3.825 -1.301 0.297
N -1.659 0.463 -0.424
C -0.311 0.224 -0.454
N 0.145 -0.967 -0.795
O 0.584 1.217 -0.169
H -2.099 1.371 -0.173
H -2.283 -0.354 -0.361
H 1.099 -1.221 -0.625
H -0.475 -1.735 -0.993
N 3.006 1.524 0.676
C 3.537 2.438 1.390
N 2.664 3.250 1.961
O 4.840 2.662 1.631
H 3.667 0.817 0.366
H 2.013 1.388 0.450
H 3.124 3.982 2.568
H 1.646 3.051 1.974
C 0.494 -4.638 2.509
C 0.905 -4.366 1.076
O -0.186 -4.786 0.230
H 1.273 -4.325 3.267
H 0.218 -5.690 2.640
H -0.449 -4.141 2.825
H 1.848 -4.821 0.673
H 0.897 -3.288 1.007
H 0.063 -4.547 -0.704
C -0.319 2.536 4.119
C -0.390 1.962 2.674
O -0.622 3.046 1.799
H -1.280 3.090 4.277
H 0.542 3.219 4.198
H -0.196 1.748 4.973
H -1.158 1.251 2.622
H 0.427 1.392 2.441
H -0.405 2.868 0.906
C 2.055 2.027 -2.635
O 3.097 2.407 -1.801
H 2.480 2.014 -3.673
H 1.187 2.608 -2.492
H 1.862 1.001 -2.522
H 2.876 2.074 -0.929
C -4.662 2.460 0.005
O -3.376 2.355 0.423
H -4.590 2.617 -1.027
H -5.012 3.389 0.471
H -5.182 1.573 0.405
H -3.322 2.419 1.402
C -0.937 -1.370 -4.069
O 0.230 -0.657 -3.698
H -1.815 -0.866 -3.692
H -0.951 -2.357 -3.625
H -0.890 -1.440 -5.135
H 0.242 -0.690 -2.735
C 2.380 -2.838 -2.141
O 2.693 -2.309 -0.822
H 2.792 -3.802 -2.357
H 2.740 -2.064 -2.894
H 1.315 -2.814 -2.264
H 3.504 -2.641 -0.408
C 2.894 -1.611 2.486
O 4.112 -0.924 2.251
H 2.928 -2.696 2.372
H 2.082 -1.198 1.871
H 2.735 -1.389 3.552
H 4.383 -1.029 1.352
*
```



Density functional theory data (the ωB97M-V functional and the def2-TZVPD basis) for a structure of composition C13H4BF7NO3PdS2.

As for the HOMO energy (spin up / spin down): -4.9 / -4.9 eV. As for the LUMO energy (spin up / spin down): 1.510 / 1.513 eV. Its energy above the lowest of the compared OMol25 structures with the same formula, charge and spin is 50.3 kcal/mol. The calculation puts the HOMO-LUMO gap (spin up / spin down) at 6.398 / 6.400 eV.

ORCA input file:
```
! wB97M-V def2-TZVPD RIJCOSX def2/J DEFGRID3
* xyz -1 1
Pd 0.269 -0.982 -0.019
F -0.530 -4.024 6.233
C -0.479 -3.082 5.269
C -0.591 -3.438 3.927
F -0.740 -4.730 3.589
C -0.568 -2.458 2.953
F -0.657 -2.824 1.641
C -0.477 -1.082 3.249
S -0.592 0.147 2.059
C -0.344 -0.767 4.620
F -0.233 0.520 4.986
C -0.331 -1.735 5.605
F -0.195 -1.390 6.899
O -0.265 -1.241 -2.847
C -0.465 -0.077 -2.510
N -0.937 0.266 -1.300
S -0.382 1.749 -0.909
O -1.334 2.570 -0.220
O 0.929 1.613 -0.310
C -0.177 2.288 -2.609
C -0.005 3.530 -3.170
C 0.094 3.611 -4.555
C 0.048 2.461 -5.330
C -0.096 1.209 -4.746
C -0.230 1.131 -3.369
H 0.042 4.401 -2.535
H 0.207 4.578 -5.024
H 0.131 2.545 -6.405
H -0.112 0.308 -5.335
F 2.769 -1.909 1.156
B 2.156 -1.622 -0.017
F 3.094 -1.563 -0.976
*
```



Density functional theory data (the ωB97M-V functional and the def2-TZVPD basis) for a structure of composition C13H52KN26O13.

As for the HOMO energy: -10.7 eV. As for the LUMO energy: -2.799 eV. Its energy above the lowest of the compared OMol25 structures with the same formula, charge and spin is 24.7 kcal/mol. The calculation puts the HOMO-LUMO gap at 7.928 eV.

ORCA input file:
```
! wB97M-V def2-TZVPD RIJCOSX def2/J DEFGRID3
* xyz 1 1
K -16.933 -12.725 -19.371
C -16.938 -12.845 -23.114
O -16.158 -12.758 -22.168
N -17.570 -11.782 -23.536
N -17.104 -13.906 -23.805
H -17.338 -10.816 -23.352
H -18.137 -11.990 -24.346
H -16.530 -14.656 -23.447
H -17.897 -14.089 -24.404
C -12.484 -11.901 -23.834
O -11.722 -12.267 -22.919
N -13.746 -12.213 -23.800
N -12.318 -11.004 -24.721
H -14.047 -12.515 -22.884
H -14.332 -11.890 -24.556
H -12.889 -10.820 -25.533
H -11.393 -10.603 -24.661
C -15.154 -11.396 -16.994
O -16.315 -11.436 -17.045
N -14.473 -12.475 -16.765
N -14.420 -10.379 -17.485
H -14.910 -13.354 -16.526
H -13.467 -12.441 -16.686
H -14.942 -9.700 -18.020
H -13.428 -10.563 -17.542
C -20.824 -12.636 -18.720
O -19.639 -12.985 -18.677
N -21.657 -12.910 -19.725
N -21.375 -11.854 -17.838
H -22.649 -12.721 -19.699
H -21.210 -13.150 -20.599
H -20.666 -11.271 -17.416
H -22.270 -11.476 -18.112
C -13.513 -13.908 -20.217
O -13.160 -12.924 -19.590
N -13.211 -14.114 -21.430
N -14.274 -14.807 -19.703
H -13.734 -14.828 -21.916
H -12.490 -13.571 -21.884
H -14.627 -15.585 -20.241
H -14.167 -14.863 -18.701
C -16.917 -15.147 -16.689
O -16.089 -14.487 -17.217
N -18.067 -15.317 -17.132
N -16.742 -15.714 -15.512
H -18.256 -14.861 -18.012
H -18.849 -15.775 -16.687
H -15.845 -15.553 -15.075
H -17.445 -16.246 -15.019
C -15.587 -7.932 -23.489
O -15.283 -6.767 -23.540
N -15.237 -8.813 -24.387
N -16.296 -8.438 -22.536
H -15.390 -9.777 -24.130
H -14.693 -8.554 -25.197
H -16.669 -7.787 -21.859
H -15.697 -9.157 -22.157
C -21.117 -9.493 -22.083
O -21.282 -9.320 -20.898
N -20.018 -9.793 -22.650
N -22.045 -9.306 -22.963
H -20.236 -10.286 -23.504
H -19.211 -10.018 -22.086
H -22.966 -9.015 -22.667
H -21.622 -8.961 -23.813
C -15.314 -18.342 -18.889
O -14.443 -17.605 -18.533
N -15.183 -19.628 -18.896
N -16.579 -17.926 -19.184
H -16.047 -20.148 -18.830
H -14.275 -20.037 -18.733
H -17.211 -18.707 -19.289
H -16.892 -16.967 -19.233
C -18.487 -15.954 -20.797
O -17.625 -15.447 -20.120
N -19.701 -15.612 -20.702
N -18.326 -16.862 -21.614
H -20.492 -16.142 -21.038
H -19.821 -14.871 -20.026
H -19.073 -17.022 -22.275
H -17.414 -17.217 -21.865
C -18.092 -8.978 -18.980
O -17.641 -9.805 -19.731
N -17.923 -9.040 -17.724
N -18.749 -7.897 -19.304
H -17.400 -9.855 -17.436
H -18.078 -8.189 -17.202
H -18.891 -7.267 -18.527
H -18.755 -7.556 -20.255
C -12.699 -9.583 -20.881
O -11.895 -9.773 -20.002
N -13.698 -10.356 -21.248
N -12.747 -8.460 -21.568
H -13.750 -11.224 -20.733
H -13.910 -10.339 -22.235
H -13.258 -8.339 -22.431
H -12.069 -7.730 -21.402
C -20.190 -9.779 -14.384
O -19.688 -8.664 -14.303
N -19.550 -10.716 -15.101
N -21.265 -10.116 -13.693
H -18.743 -10.344 -15.582
H -19.740 -11.708 -15.102
H -21.820 -9.558 -13.060
H -21.759 -10.878 -14.135
*
```